[1]
The following is a quantum chemistry calculation of a structure of composition C31H45As3Br2Cl3ILaN3O2S in a non-equilibrium geometry, from OMol25.

Geometry (Å):
La (-0.714, -0.452, -0.768)
C (0.156, -1.437, 3.634)
As (-0.564, -0.026, 2.401)
C (-2.331, -0.157, 3.159)
C (-0.107, 1.631, 3.395)
C (1.095, 2.443, 2.927)
C (1.392, 3.433, 4.048)
C (0.813, 3.296, 1.717)
As (1.097, 2.452, -0.080)
C (3.020, 2.327, -0.422)
C (0.574, 3.991, -1.228)
C (2.356, 1.655, 2.736)
As (3.069, 0.686, 4.442)
C (4.519, 1.910, 4.695)
C (4.266, -0.671, 3.498)
H (1.230, -1.535, 3.572)
H (-0.241, -2.310, 3.202)
H (-0.285, -1.391, 4.622)
H (-2.289, 0.022, 4.251)
H (-2.660, -1.180, 2.944)
H (-3.006, 0.492, 2.613)
H (0.030, 1.392, 4.455)
H (-1.021, 2.223, 3.365)
H (0.466, 4.059, 4.155)
H (2.222, 4.115, 3.800)
H (1.779, 3.011, 4.999)
H (1.543, 4.093, 1.619)
H (-0.200, 3.771, 1.800)
H (3.541, 3.076, 0.146)
H (3.037, 2.433, -1.515)
H (3.383, 1.330, -0.218)
H (-0.022, 4.631, -0.541)
H (-0.048, 3.644, -2.004)
H (1.532, 4.490, -1.582)
H (3.085, 2.396, 2.346)
H (2.169, 0.803, 1.956)
H (4.118, 2.779, 5.162)
H (5.036, 2.173, 3.750)
H (5.267, 1.379, 5.250)
H (3.695, -1.576, 3.313)
H (5.027, -0.976, 4.248)
H (4.721, -0.183, 2.656)
Cl (-1.912, -6.057, -1.481)
C (-0.296, -5.331, -1.168)
Cl (0.824, -6.196, -0.184)
Cl (0.477, -4.996, -2.724)
C (-0.448, -4.033, -0.505)
N (-0.680, -3.194, 0.252)
C (-3.166, 2.267, -0.794)
S (-1.992, 1.839, -2.090)
C (-2.992, 1.160, -3.437)
H (-3.760, 3.075, -1.141)
H (-2.566, 2.523, 0.125)
H (-3.849, 1.466, -0.529)
H (-3.252, 0.128, -3.256)
H (-2.372, 1.028, -4.277)
H (-3.856, 1.812, -3.571)
Br (-5.932, -5.555, -3.095)
C (-5.610, -4.450, -1.637)
C (-6.281, -4.667, -0.420)
C (-5.983, -3.904, 0.654)
C (-4.880, -2.964, 0.583)
C (-4.203, -2.729, -0.625)
C (-4.580, -3.489, -1.705)
C (-3.314, -1.597, -0.683)
O (-2.591, -1.569, -1.744)
O (-2.985, -0.909, 0.363)
H (-7.028, -5.501, -0.378)
H (-6.504, -3.997, 1.520)
H (-4.729, -2.444, 1.500)
H (-4.078, -3.418, -2.618)
N (3.782, -1.947, -1.041)
C (3.516, -1.989, 0.298)
C (2.203, -1.589, 0.415)
N (1.727, -1.327, -0.876)
C (2.724, -1.528, -1.701)
H (4.657, -2.167, -1.491)
H (4.276, -2.311, 0.955)
H (1.475, -1.510, 1.263)
H (2.779, -1.449, -2.773)
Br (-0.215, -1.021, -7.460)
C (0.341, 0.288, -6.261)
C (0.932, 1.454, -6.709)
C (1.471, 2.415, -5.890)
C (1.356, 2.162, -4.533)
C (0.974, 0.951, -3.991)
C (0.474, 0.019, -4.852)
I (-0.171, -1.827, -4.108)
H (0.937, 1.742, -7.747)
H (1.768, 3.383, -6.172)
H (1.686, 2.903, -3.853)
H (1.096, 0.809, -2.925)

Cartesian forces (eV/Å) of the 6 atoms listed first:
La -0.1 -0.4 0.5
C -0.1 0.9 -1.0
As 0.4 0.1 1.9
C -0.3 -0.6 0.0
C 0.1 -0.3 -0.3
C 0.2 0.2 1.2

Results
Kohn-Sham gap: 7.714 eV
Charge: +2
Highest occupied orbital energy: -12.87 eV
LUMO energy: -5.15 eV


[2]
The following is a quantum chemistry calculation of a structure of composition C31H45BF3N8PRb, from OMol25.

Geometry (Å):
Rb (1.502, 1.240, -0.894)
C (-1.285, 3.798, 2.782)
C (-1.250, 3.060, 1.587)
N (-0.013, 2.939, 1.125)
N (0.769, 3.603, 2.010)
C (0.032, 4.121, 3.013)
B (2.265, 3.782, 1.658)
N (2.864, 2.355, 1.507)
C (2.432, 1.218, 2.099)
C (3.322, 0.214, 1.786)
C (4.299, 0.858, 1.002)
N (4.022, 2.144, 0.848)
N (2.386, 4.589, 0.352)
C (2.342, 5.938, 0.254)
C (2.249, 6.266, -1.077)
C (2.224, 5.026, -1.731)
N (2.293, 4.024, -0.865)
N (3.046, 4.531, 2.750)
C (4.265, 5.100, 2.591)
C (4.783, 5.353, 3.837)
C (3.803, 4.861, 4.718)
N (2.775, 4.349, 4.063)
H (-2.139, 4.055, 3.384)
H (-2.073, 2.611, 1.050)
H (0.506, 4.659, 3.814)
H (1.535, 1.215, 2.697)
H (3.290, -0.815, 2.100)
H (5.196, 0.446, 0.566)
H (2.382, 6.558, 1.133)
H (2.209, 7.250, -1.510)
H (2.162, 4.824, -2.789)
H (4.673, 5.272, 1.610)
H (5.724, 5.815, 4.077)
H (3.806, 4.856, 5.797)
F (2.897, -1.121, -2.442)
C (2.531, -2.259, -1.869)
F (2.945, -2.297, -0.621)
F (2.977, -3.291, -2.557)
C (-4.622, 0.374, -0.305)
C (-3.669, 1.041, -1.286)
C (-2.646, 0.028, -1.826)
C (-2.318, -1.091, -0.810)
C (-2.415, -0.524, 0.610)
C (-3.854, -0.089, 0.939)
P (-0.624, -1.758, -1.145)
C (-0.827, -2.909, -2.591)
C (-0.653, -2.141, -3.914)
C (-1.018, -3.035, -5.093)
C (-2.521, -3.365, -5.083)
C (-3.100, -3.347, -3.661)
C (-2.076, -3.823, -2.634)
C (-0.215, -2.942, 0.223)
C (-1.313, -3.903, 0.724)
C (-0.998, -4.436, 2.129)
C (0.504, -4.652, 2.291)
C (1.253, -3.307, 2.226)
C (0.473, -2.264, 1.414)
H (-5.098, -0.481, -0.796)
H (-5.426, 1.054, -0.020)
H (-3.150, 1.859, -0.778)
H (-4.212, 1.495, -2.116)
H (-1.727, 0.557, -2.100)
H (-3.027, -0.416, -2.746)
H (-3.055, -1.897, -0.910)
H (-1.728, 0.324, 0.699)
H (-2.091, -1.256, 1.348)
H (-3.822, 0.717, 1.676)
H (-4.387, -0.918, 1.411)
H (0.055, -3.553, -2.489)
H (0.377, -1.785, -3.994)
H (-1.287, -1.249, -3.928)
H (-0.430, -3.956, -5.025)
H (-0.742, -2.563, -6.037)
H (-2.682, -4.345, -5.537)
H (-3.062, -2.645, -5.701)
H (-3.995, -3.970, -3.612)
H (-3.422, -2.335, -3.406)
H (-1.764, -4.838, -2.902)
H (-2.540, -3.902, -1.651)
H (0.563, -3.548, -0.263)
H (-1.393, -4.745, 0.033)
H (-2.289, -3.410, 0.729)
H (-1.549, -5.361, 2.304)
H (-1.340, -3.725, 2.888)
H (0.849, -5.314, 1.490)
H (0.725, -5.164, 3.229)
H (2.236, -3.456, 1.772)
H (1.429, -2.923, 3.233)
H (1.148, -1.472, 1.085)
H (-0.270, -1.783, 2.051)

Cartesian forces (eV/Å) of the 6 atoms listed first:
Rb 0.0 0.1 0.0
C -0.1 -0.1 -0.1
C 0.0 0.0 0.1
N -0.1 0.0 0.1
N 0.2 0.0 0.1
C -0.1 0.0 -0.1

Results
Kohn-Sham gap (spin up / spin down): 8.561 / 7.231 eV
Highest occupied orbital energy (spin up / spin down): -8.50 / -8.50 eV
<S²>: 0.75
2S+1: 2
LUMO energy (spin up / spin down): 0.06 / -1.27 eV


[3]
The following is a quantum chemistry calculation of a structure of composition C31H45Cl3FeGeN5O3PSi2 in a non-equilibrium geometry, from OMol25.

Geometry (Å):
Fe (0.471, 0.381, -0.171)
C (-0.862, -2.037, 0.674)
Si (-1.093, -1.293, -1.149)
C (-0.966, -0.048, -2.689)
C (-0.564, -2.804, -2.138)
C (-1.287, -3.751, -2.832)
C (-0.630, -4.732, -3.561)
C (0.754, -4.765, -3.588)
C (1.479, -3.810, -2.893)
C (0.829, -2.820, -2.176)
Si (1.681, -1.404, -1.203)
C (2.846, -0.577, -2.521)
C (2.828, -2.426, -0.015)
H (-1.827, -2.393, 1.027)
H (-0.506, -1.315, 1.409)
H (-0.173, -2.876, 0.678)
H (-1.538, -0.496, -3.503)
H (0.043, 0.134, -3.051)
H (-1.414, 0.919, -2.463)
H (-2.368, -3.717, -2.814)
H (-1.196, -5.465, -4.122)
H (1.268, -5.532, -4.157)
H (2.560, -3.833, -2.911)
H (3.814, -1.063, -2.548)
H (2.998, 0.469, -2.286)
H (2.418, -0.635, -3.517)
H (3.532, -3.022, -0.590)
H (2.256, -3.106, 0.609)
H (3.388, -1.767, 0.637)
O (-1.794, 2.321, 1.990)
C (-2.464, 1.544, 1.232)
N (-3.841, 1.479, 1.256)
C (-4.310, 0.636, 0.168)
C (-2.984, 0.034, -0.221)
O (-2.792, -1.018, -1.000)
N (-1.962, 0.648, 0.397)
C (-5.288, -0.436, 0.601)
C (-5.789, -0.504, 1.895)
C (-6.635, -1.533, 2.269)
C (-6.981, -2.520, 1.358)
C (-6.483, -2.458, 0.065)
C (-5.658, -1.419, -0.317)
C (-4.904, 1.479, -0.969)
C (-4.512, 1.282, -2.285)
C (-4.958, 2.129, -3.282)
C (-5.782, 3.201, -2.974)
C (-6.196, 3.390, -1.669)
C (-5.779, 2.522, -0.675)
H (-4.380, 2.250, 1.604)
H (-5.515, 0.254, 2.614)
H (-7.027, -1.569, 3.278)
H (-7.642, -3.322, 1.655)
H (-6.743, -3.226, -0.649)
H (-5.282, -1.375, -1.326)
H (-3.852, 0.463, -2.531)
H (-4.646, 1.961, -4.304)
H (-6.107, 3.881, -3.748)
H (-6.844, 4.217, -1.417)
H (-6.135, 2.659, 0.336)
C (5.767, 3.048, 1.152)
N (4.480, 2.513, 0.784)
C (3.603, 3.449, 0.117)
P (3.945, 1.093, 1.445)
O (2.670, 0.643, 0.835)
N (3.966, 1.144, 3.131)
C (3.329, 0.014, 3.785)
C (3.769, 2.399, 3.829)
N (5.269, 0.091, 1.153)
C (5.923, -0.772, 2.101)
C (5.613, -0.144, -0.227)
H (5.665, 3.991, 1.699)
H (6.359, 3.240, 0.251)
H (6.291, 2.325, 1.775)
H (3.380, 4.318, 0.744)
H (2.667, 2.954, -0.136)
H (4.078, 3.792, -0.807)
H (3.248, -0.807, 3.076)
H (2.329, 0.270, 4.142)
H (3.934, -0.302, 4.639)
H (4.007, 3.227, 3.171)
H (4.425, 2.435, 4.702)
H (2.737, 2.518, 4.162)
H (5.727, -0.410, 3.104)
H (7.004, -0.745, 1.927)
H (5.590, -1.814, 2.024)
H (5.014, 0.516, -0.853)
H (5.419, -1.179, -0.524)
H (6.677, 0.075, -0.390)
Cl (-0.072, 1.238, 4.375)
Ge (0.184, 1.676, 2.115)
Cl (0.917, 3.748, 2.402)
Cl (0.636, 2.268, -1.189)

Cartesian forces (eV/Å) of the 6 atoms listed first:
Fe -0.5 0.2 1.4
C 0.1 0.6 -0.4
Si -0.4 -1.1 -0.8
C 0.0 0.2 0.7
C -0.3 0.4 0.3
C -0.2 -0.2 -0.2

Results
Kohn-Sham gap (spin up / spin down): 4.888 / 7.610 eV
Charge: -1
Highest occupied orbital energy (spin up / spin down): -2.44 / -5.17 eV
<S²>: 8.78
2S+1: 6
LUMO energy (spin up / spin down): 2.45 / 2.44 eV


[4]
The following is a quantum chemistry calculation of a cluster of 7 separate species, C31H45F2NO20Si in total in a non-equilibrium geometry, from OMol25.

Geometry (Å):
C (1.440, -3.066, 0.223)
C (1.704, -1.897, 0.335)
C (1.954, -0.457, 0.422)
C (0.647, 0.290, 0.690)
C (-0.379, 0.120, -0.428)
Si (-1.995, 1.003, -0.140)
N (-3.184, 0.041, 0.843)
C (-2.758, -0.384, 2.086)
O (-3.078, -1.383, 2.652)
F (-1.952, 0.520, 2.663)
C (-3.812, -0.991, 0.115)
O (-3.371, -2.030, -0.226)
F (-5.046, -0.612, -0.241)
H (1.173, -4.091, 0.154)
H (2.632, -0.338, 1.261)
H (2.434, -0.133, -0.499)
H (0.263, -0.094, 1.632)
H (0.897, 1.340, 0.816)
H (-0.498, -0.929, -0.693)
H (0.042, 0.590, -1.322)
H (-1.762, 2.271, 0.561)
H (-2.649, 1.178, -1.446)
C (2.192, -3.813, 5.094)
C (3.207, -3.053, 4.255)
C (4.448, -2.595, 4.983)
O (4.856, -1.465, 4.197)
C (3.740, -0.949, 3.634)
O (3.685, 0.084, 3.050)
O (2.690, -1.781, 3.803)
H (2.020, -4.805, 4.679)
H (2.538, -3.950, 6.119)
H (1.238, -3.290, 5.116)
H (3.469, -3.624, 3.362)
H (5.236, -3.344, 5.013)
H (4.234, -2.250, 5.998)
C (-0.549, 3.243, 4.906)
C (0.618, 3.770, 4.085)
C (0.615, 5.257, 3.823)
O (1.376, 5.344, 2.608)
C (1.204, 4.177, 1.944)
O (1.551, 3.987, 0.824)
O (0.594, 3.266, 2.731)
H (-0.192, 2.752, 5.809)
H (-1.215, 4.047, 5.221)
H (-1.126, 2.517, 4.337)
H (1.568, 3.456, 4.524)
H (1.085, 5.839, 4.612)
H (-0.388, 5.644, 3.629)
C (2.439, -8.705, -1.886)
C (2.464, -7.255, -1.430)
C (3.499, -6.378, -2.093)
O (3.706, -5.361, -1.105)
C (3.447, -5.915, 0.104)
O (3.699, -5.413, 1.147)
O (2.861, -7.130, -0.048)
H (1.464, -8.964, -2.295)
H (3.173, -8.894, -2.670)
H (2.642, -9.376, -1.054)
H (1.470, -6.809, -1.518)
H (3.161, -5.938, -3.029)
H (4.445, -6.900, -2.255)
C (-5.250, -2.502, -3.283)
C (-6.294, -2.635, -4.381)
C (-5.982, -3.655, -5.448)
O (-6.723, -3.155, -6.570)
C (-6.817, -1.812, -6.424)
O (-7.202, -1.065, -7.260)
O (-6.401, -1.436, -5.189)
H (-5.685, -2.712, -2.309)
H (-4.429, -3.206, -3.420)
H (-4.837, -1.496, -3.249)
H (-7.282, -2.814, -3.950)
H (-6.305, -4.661, -5.195)
H (-4.922, -3.666, -5.713)
C (-5.545, 1.406, -4.964)
C (-5.174, 2.703, -4.262)
C (-4.032, 3.468, -4.885)
O (-3.525, 4.214, -3.770)
C (-3.804, 3.504, -2.650)
O (-3.359, 3.748, -1.577)
O (-4.645, 2.483, -2.932)
H (-6.581, 1.432, -5.295)
H (-4.936, 1.248, -5.855)
H (-5.428, 0.553, -4.312)
H (-6.052, 3.344, -4.148)
H (-4.341, 4.136, -5.684)
H (-3.240, 2.807, -5.246)
C (4.435, 5.116, 0.716)
C (4.799, 6.435, 1.377)
C (6.000, 7.148, 0.806)
O (6.445, 7.932, 1.923)
C (6.075, 7.272, 3.050)
O (6.444, 7.546, 4.143)
O (5.230, 6.259, 2.747)
H (3.427, 5.156, 0.322)
H (5.097, 4.886, -0.121)
H (4.481, 4.295, 1.428)
H (3.932, 7.100, 1.401)
H (5.763, 7.789, -0.040)
H (6.800, 6.458, 0.529)

Cartesian forces (eV/Å) of the 6 atoms listed first:
C 0.0 0.4 0.1
C -0.2 -0.6 -0.4
C -0.2 -0.8 0.2
C 0.3 -0.2 0.0
C 0.1 0.2 0.1
Si 0.4 0.5 -0.5

Results
Structure (SMILES): C#CCCC[SiH2]N(C(=O)F)C(=O)F.C[C@@H]1COC(=O)O1.C[C@@H]1COC(=O)O1.C[C@@H]1COC(=O)O1.C[C@@H]1COC(=O)O1.C[C@@H]1COC(=O)O1.C[C@@H]1COC(=O)O1
Kohn-Sham gap: 9.935 eV
Highest occupied orbital energy: -9.46 eV
LUMO energy: 0.47 eV


[5]
The following is a quantum chemistry calculation of a cluster of 2 separate species, C31H45IN4O10S2 in total in a non-equilibrium geometry, from OMol25.

Geometry (Å):
C (2.704, 2.404, 5.060)
C (3.333, 1.425, 3.903)
C (4.431, 2.137, 2.915)
C (4.042, 3.649, 2.416)
C (3.141, 3.688, 1.022)
C (1.937, 2.576, 1.024)
C (0.854, 2.748, -0.197)
C (1.543, 2.851, -1.679)
C (1.243, 1.591, -2.682)
C (1.061, 0.138, -1.946)
C (-0.505, -0.422, -1.764)
C (-1.835, 0.414, -2.313)
C (-2.508, 1.376, -1.122)
C (-4.165, 1.337, -1.334)
S (-5.080, 1.968, 0.178)
C (-6.431, 0.779, 0.725)
S (-6.099, -0.845, 1.230)
N (-7.922, 1.168, 0.800)
C (-8.592, 2.331, 1.499)
C (-10.223, 2.136, 1.227)
N (-10.411, 0.903, 0.353)
C (-9.011, 0.323, 0.119)
C (-0.781, -1.898, -1.027)
C (-2.323, -2.474, -0.820)
O (-3.256, -1.645, -0.286)
O (-2.786, -3.819, -1.193)
C (-3.885, -4.292, -0.336)
C (-3.496, -4.463, 1.253)
O (-4.531, -3.830, 2.136)
C (-3.784, -2.924, 3.066)
O (-3.121, -3.388, 4.161)
C (0.582, -2.729, -0.528)
C (0.345, -4.202, 0.152)
C (1.137, -4.451, 1.566)
C (2.409, -5.508, 1.376)
I (-0.240, -5.458, 3.006)
C (2.074, -2.036, -0.755)
O (3.244, -2.827, -0.248)
N (2.275, -0.667, -1.438)
C (3.709, -0.190, -1.537)
O (4.603, -1.061, -2.317)
C (4.329, -0.998, -3.761)
C (4.546, 0.300, -4.741)
O (3.896, -2.145, -4.348)
H (2.055, 3.222, 4.488)
H (3.582, 2.985, 5.579)
H (1.971, 1.875, 5.810)
H (2.402, 1.002, 3.288)
H (3.837, 0.454, 4.380)
H (5.540, 2.119, 3.355)
H (4.485, 1.461, 1.934)
H (3.548, 4.332, 3.228)
H (5.072, 4.179, 2.130)
H (3.888, 3.394, 0.155)
H (2.779, 4.794, 0.764)
H (1.375, 2.694, 2.071)
H (2.388, 1.496, 0.968)
H (0.312, 3.795, -0.009)
H (0.020, 1.935, -0.085)
H (2.711, 3.013, -1.657)
H (1.103, 3.826, -2.209)
H (2.205, 1.488, -3.382)
H (0.366, 1.899, -3.399)
H (-2.704, -0.355, -2.593)
H (-1.628, 1.023, -3.296)
H (-2.266, 0.972, -0.033)
H (-2.081, 2.463, -1.277)
H (-4.549, 0.245, -1.544)
H (-4.375, 1.956, -2.314)
H (-8.061, 3.196, 2.115)
H (-11.117, 2.805, 1.622)
H (-8.830, -0.649, -0.521)
H (-4.156, -5.388, -0.723)
H (-4.891, -3.669, -0.487)
H (-2.478, -3.925, 1.557)
H (-3.333, -5.605, 1.496)
H (-3.673, -1.755, 2.882)
H (-0.774, -4.498, 0.324)
H (0.776, -5.000, -0.623)
H (1.491, -3.479, 2.115)
H (3.450, -4.967, 1.438)
H (2.338, -6.299, 2.258)
H (2.344, -6.134, 0.380)
H (3.446, -3.587, -0.871)
H (3.843, 0.902, -1.936)
H (4.130, -0.181, -0.420)
H (4.501, 1.340, -4.206)
H (3.728, 0.208, -5.604)
H (5.644, 0.205, -5.198)
N (5.783, 4.060, -3.691)
O (6.470, 4.581, -2.797)
O (6.241, 3.950, -4.840)
O (4.639, 3.650, -3.436)

Cartesian forces (eV/Å) of the 6 atoms listed first:
C 0.1 0.7 -1.1
C -0.5 -0.9 0.3
C -0.2 -0.3 -0.7
C 0.8 0.7 -0.9
C 0.8 -0.6 -0.4
C -0.4 0.5 0.4

Results
Kohn-Sham gap: 3.560 eV
Highest occupied orbital energy: -7.03 eV
LUMO energy: -3.47 eV